1.
92
Properties=species:S:1:pos:R:3:forces:R:3 method="wB97M-V/def2-TZVPD" total_energy_ha=-5262.4420 charge=+1
C -0.810264 -5.186082 -3.288530 0.3 0.0 0.1
C -0.754478 -4.150838 -4.404792 -1.4 -0.8 0.0
O -1.763343 -3.784452 -4.956146 1.3 0.3 0.4
O 0.514099 -3.714707 -4.757070 -0.2 0.2 0.5
C 0.698467 -2.312258 -4.504366 -0.2 -0.6 0.3
C 1.195711 -2.167057 -3.028234 0.2 -0.2 -1.2
N 0.693430 -0.956844 -2.348386 -0.1 -0.8 -0.4
C 0.559157 0.259994 -3.168023 0.7 0.7 0.5
C 1.878916 0.670878 -3.837869 -0.8 1.0 -0.9
C 1.594277 1.939565 -4.710173 0.4 -0.4 0.3
Br 3.199957 1.183853 -2.486887 -0.1 -0.6 -0.2
C 0.386420 -0.995133 -1.078545 -1.0 1.1 1.6
N -0.155551 0.098495 -0.410021 -2.6 -0.5 0.3
C -1.473415 0.596676 -0.936626 0.2 1.2 -1.3
C -1.470626 2.141379 -1.191527 -0.2 -0.7 -0.6
C -2.647160 2.860000 -0.512809 -0.3 0.2 0.5
N -2.314811 3.800190 0.503465 0.3 -0.5 -0.7
O -3.793806 2.621870 -0.818485 0.9 0.1 -0.1
C -0.454153 -0.331270 0.993956 1.8 -1.7 0.8
C -0.654267 0.744343 2.051650 -0.4 0.5 0.0
C -1.603815 0.325172 3.211834 -0.3 -0.2 -0.5
C -3.077572 0.469225 2.855572 0.8 0.2 0.4
C -3.765339 -0.357717 1.982697 0.6 -0.3 0.0
C -5.105539 -0.155866 1.758496 -0.6 -0.8 -0.9
C -5.795023 0.858809 2.368972 -0.5 0.6 0.3
C -5.119691 1.687418 3.241558 -0.3 0.3 0.0
C -3.777997 1.485798 3.467517 -0.1 0.7 0.7
C 0.739213 -1.345492 1.137700 -1.4 2.8 2.5
C 2.000461 -0.444473 1.306236 1.2 -1.1 -0.3
C 3.272665 -0.864379 0.528582 0.0 1.0 0.4
C 4.322596 0.244431 0.724343 -0.2 0.4 -0.1
O 4.859326 0.129811 2.035372 0.0 -0.3 0.0
C 0.539598 -2.128871 2.450645 0.6 -0.6 -0.9
C 1.655284 -3.143000 2.827185 -1.0 -1.2 0.6
C 1.191869 -4.587202 2.497187 0.1 0.1 -0.3
C 1.838329 -3.052345 4.362705 -0.2 0.6 -0.8
N 0.478796 -2.007285 -0.151052 2.3 0.0 -0.2
O 1.352485 -3.087185 -0.289377 -0.2 -0.8 -0.7
H -0.068495 -5.014568 -2.499807 0.0 0.0 -0.3
H -1.797186 -5.182067 -2.821499 0.1 0.1 -0.3
H -0.631068 -6.193089 -3.681941 0.0 0.2 -0.1
H -0.279485 -1.844522 -4.657407 0.3 0.3 -0.1
H 1.462487 -1.984306 -5.208040 -0.3 0.2 -0.1
H 0.863010 -3.085846 -2.549375 0.0 0.4 0.3
H 2.294182 -2.162857 -3.055041 -0.2 0.1 0.2
H -0.251814 0.173853 -3.897269 0.3 -0.3 0.0
H 0.303237 1.117596 -2.540488 0.0 -0.4 0.1
H 2.262973 -0.087587 -4.519392 0.3 -0.1 0.6
H 0.516346 2.107233 -4.797345 0.2 0.1 -0.1
H 2.038330 1.824184 -5.702430 -0.2 0.0 0.1
H 2.074025 2.804621 -4.250461 -0.3 0.0 -0.1
H -1.676708 0.072470 -1.878599 -0.1 0.1 0.2
H -2.324669 0.391327 -0.281820 0.5 -0.4 0.2
H -1.631193 2.262069 -2.272589 -0.1 0.3 0.3
H -0.495424 2.590885 -0.985539 -0.2 -0.1 0.3
H -2.384733 4.750204 0.140606 -0.4 0.0 0.3
H -1.349188 3.671010 0.786906 0.0 0.2 -0.1
H -1.298049 -1.030104 1.099594 -0.3 0.5 -0.9
H 0.265940 1.142216 2.492300 0.1 -0.2 -0.3
H -1.158498 1.600174 1.579942 0.2 -0.1 0.0
H -1.441424 -0.703065 3.550122 0.2 0.2 -0.1
H -1.381424 0.988630 4.052643 -0.1 -0.2 -0.1
H -3.262991 -1.185876 1.487879 -0.1 0.0 0.1
H -5.635723 -0.830423 1.089998 0.1 0.1 0.0
H -6.850814 1.036307 2.193465 0.1 -0.2 -0.1
H -5.628382 2.500535 3.750650 0.0 -0.1 -0.1
H -3.308153 2.156472 4.185027 0.2 -0.2 -0.2
H 2.269671 -0.469420 2.368710 -0.1 0.0 -0.2
H 1.831213 0.615151 1.090526 -0.3 -0.3 -0.3
H 3.032730 -0.925777 -0.541809 0.3 -0.2 0.1
H 3.733527 -1.771553 0.931394 -0.3 -0.1 -0.3
H 5.096572 0.239329 -0.053938 0.0 -0.3 0.2
H 3.827929 1.229719 0.668332 0.0 -0.2 -0.2
H 5.801606 0.317472 2.035784 0.0 0.0 -0.1
H 0.530179 -1.369592 3.237855 -0.1 0.0 -0.3
H -0.443819 -2.620782 2.452469 0.2 0.0 0.0
H 2.588185 -2.972110 2.283476 -0.1 0.3 0.3
H 1.347121 -4.838802 1.443268 0.0 0.1 0.2
H 1.725728 -5.331156 3.098053 0.0 0.2 -0.1
H 0.119429 -4.706835 2.697892 0.2 0.0 0.1
H 0.840734 -3.127836 4.816739 0.2 -0.2 0.1
H 2.484924 -3.836403 4.759013 0.0 0.2 0.0
H 2.204945 -2.041373 4.584776 0.2 -0.3 0.3
H 2.142774 -2.858785 -0.802617 0.0 0.4 0.3
Cl 0.837722 4.915593 -0.463154 0.1 0.0 -0.1
C 1.028802 6.683222 -0.290005 0.1 0.3 0.1
C -0.062740 7.294578 0.553183 0.0 0.0 0.1
Cl -1.652929 7.243960 -0.253117 0.0 0.0 0.0
H 1.055390 7.115012 -1.287381 -0.1 -0.1 0.0
H 1.995243 6.852063 0.182154 0.0 -0.1 0.1
H 0.164227 8.343034 0.739286 0.0 0.0 -0.1
H -0.158478 6.790360 1.512263 0.0 0.0 0.0

***

2.
39
Properties=species:S:1:pos:R:3:forces:R:3 method="wB97M-V/def2-TZVPD" e_above_lowest_kj_mol=0.0 total_energy_ha=-1433.3824 charge=-1
Be -21.242000 1.221000 -7.878000 -0.1 0.3 -0.5
Be -21.560000 4.495000 -8.415000 -1.3 1.9 -1.1
C -20.727000 0.193000 -10.126000 4.9 2.3 -2.7
O -19.612000 0.722000 -10.401000 -1.1 -0.8 -0.7
O -21.461000 -0.326000 -11.101000 -1.6 -1.0 -0.1
O -21.129000 0.172000 -8.982000 -3.2 -2.0 2.9
H -21.027000 -0.312000 -11.961000 0.5 0.4 0.4
C -20.191000 2.872000 -8.295000 -4.9 -1.1 5.7
O -21.425000 2.687000 -8.576000 -3.8 -3.2 -4.3
O -19.900000 1.912000 -7.445000 4.2 -0.6 -0.9
O -20.121000 4.068000 -8.041000 6.7 3.5 -0.3
C -22.496000 5.832000 -7.245000 9.7 3.0 3.4
O -21.548000 6.091000 -8.131000 -0.2 2.0 -5.4
O -22.106000 6.389000 -6.190000 -4.8 1.2 2.4
O -22.679000 4.611000 -7.365000 -5.7 -6.4 0.6
O -19.623000 -1.014000 -6.439000 -2.0 -2.2 0.6
H -19.223000 -1.733000 -6.934000 0.1 0.2 -0.1
H -19.106000 -0.259000 -6.561000 1.8 2.1 -0.4
O -17.327000 3.655000 -8.050000 0.8 0.8 0.3
H -16.997000 4.406000 -7.501000 -0.5 -1.0 -0.5
H -18.284000 3.774000 -8.014000 0.2 0.6 -0.1
O -20.072000 1.301000 -4.681000 1.7 -0.6 0.3
H -21.007000 1.410000 -4.580000 -0.5 -0.6 0.6
H -19.679000 0.486000 -4.277000 -1.3 1.0 -0.5
O -22.308000 0.892000 -6.652000 -0.2 -0.5 -0.1
H -22.866000 1.471000 -6.137000 -0.2 0.8 -0.2
H -22.218000 0.070000 -6.169000 0.3 -0.5 0.0
O -18.691000 3.653000 -5.599000 -1.1 0.2 1.4
H -19.374000 3.649000 -4.868000 1.3 0.0 -1.3
H -19.203000 3.342000 -6.368000 0.3 0.1 0.9
O -17.252000 0.943000 -6.613000 0.2 -1.6 -0.2
H -16.815000 1.462000 -5.952000 0.0 0.7 0.4
H -17.895000 1.502000 -7.039000 -0.3 0.8 -0.2
O -18.839000 3.313000 -10.895000 1.1 0.6 0.1
H -19.081000 2.444000 -10.596000 -1.1 -1.4 0.0
H -17.895000 3.212000 -10.688000 -0.1 0.8 -0.1
O -21.665000 4.661000 -10.272000 0.9 0.0 -1.2
H -20.760000 5.040000 -10.358000 -0.7 0.0 0.0
H -21.693000 4.007000 -11.001000 0.0 0.2 0.8

***

Question: The lowest charge belongs to which entry?
Answer: C3H17Be2O17

***

Question: The highest charge belongs to which entry?
Answer: C30H50BrCl2N4O5